{
  "formula": "C9H17I2N5ReS2",
  "method": "wB97M-V/def2-TZVPD",
  "elements": ["Re", "I", "C", "I", "H", "H", "C", "C", "C", "N", "N", "C", "N", "S", "H", "H", "H", "H", "H", "H", "H", "C", "N", "C", "C", "N", "C", "S", "H", "H", "H", "H", "H", "H", "H", "H"],
  "coordinates": [[-0.297, 0.920, 1.304], [-2.439, 2.596, 1.362], [-2.435, 2.513, 3.507], [-1.090, 0.954, 4.086], [-3.441, 2.273, 3.844], [-2.068, 3.464, 3.881], [3.204, -2.146, 0.171], [3.123, -1.711, 1.652], [2.796, -0.270, 1.774], [1.638, 0.295, 1.550], [1.591, 1.673, 1.708], [2.769, 2.199, 2.060], [3.026, 3.461, 2.273], [3.968, 0.925, 2.196], [3.436, -3.209, 0.140], [3.995, -1.617, -0.359], [2.259, -1.980, -0.348], [4.074, -1.902, 2.150], [2.366, -2.290, 2.184], [2.341, 4.191, 2.121], [3.956, 3.774, 2.534], [-3.025, -2.562, -1.730], [-2.352, -1.378, -2.289], [-2.540, -1.001, -3.718], [-1.729, 0.306, -3.863], [-1.186, 0.477, -2.483], [-1.596, -0.504, -1.699], [-1.128, -0.791, -0.006], [-2.857, -3.407, -2.393], [-4.097, -2.380, -1.670], [-2.646, -2.802, -0.740], [-3.601, -0.882, -3.925], [-2.172, -1.807, -4.348], [-2.337, 1.161, -4.140], [-0.915, 0.217, -4.576], [-0.590, 1.241, -2.212]],
  "mulliken_charge": [0.68, 0.46, -0.73, 0.48, 0.43, 0.43, -0.98, -0.53, 0.30, 0.32, -0.63, 0.57, -0.33, 0.07, 0.37, 0.38, 0.26, 0.43, 0.30, 0.24, 0.26, -0.82, 0.01, -0.57, -0.50, -0.06, 0.80, -0.20, 0.33, 0.37, 0.30, 0.38, 0.37, 0.32, 0.34, 0.16],
  "homo_ev": [-21.41, -21.46],
  "multiplicity": 4,
  "s_squared": 3.83,
  "e_tot_ha": -2095.275549,
  "total_charge": 4,
  "homo_lumo_gap_ev": [4.995, 5.493],
  "e_lumo_ev": [-16.4, -16.0]
}